# 1
{"formula": "C2F6NO4S2Sn", "method": "the ωB97M-V functional and the def2-TZVPD basis", "symbols": ["C", "F", "F", "O", "O", "S", "N", "O", "S", "F", "O", "F", "C", "F", "Sn", "F"], "positions_angstrom": [[1.70647, 1.70264, -1.30479], [-2.75687, -2.32063, 1.62111], [-0.67245, -2.98931, 1.46007], [-2.18160, 0.51413, 1.01734], [0.16992, 2.28758, 0.81356], [-0.97320, -0.26422, 1.18966], [0.15361, -0.08852, -0.15106], [-0.39522, -0.13576, 2.53496], [0.89241, 1.13730, 0.30907], [2.58035, 0.79063, -1.71083], [1.96098, 0.78861, 1.18279], [-1.71463, -2.43502, -0.33853], [-1.64117, -2.12540, 0.94582], [2.31385, 2.87519, -1.07661], [-0.17225, -1.59194, -4.34424], [0.72975, 1.85475, -2.14835]], "atomic_forces_ev_per_a": [[0.180, 0.384, 2.932], [0.631, 0.534, -0.949], [-1.372, 1.441, -0.515], [1.164, -0.734, -1.120], [-0.327, -0.969, -1.182], [-2.564, -0.690, 2.989], [-3.732, -3.377, 0.609], [-0.177, -0.943, -3.098], [3.825, 6.137, 0.938], [0.045, 0.047, -0.530], [1.146, -0.885, 0.306], [-0.787, 0.322, -0.302], [2.947, -0.776, 1.652], [-0.268, -0.965, -0.412], [0.010, 0.257, 0.550], [-0.722, 0.217, -1.867]], "gap_ev": 2.82, "total_energy_ev": -55543.420, "e_above_lowest_kj_mol": 600.89, "total_charge": 1, "homo_energy_ha": -0.4564}

=====

# 2
{"formula": "C2FOPd", "method": "the ωB97M-V functional and the def2-TZVPD basis", "symbols": ["Pd", "C", "O", "F", "C"], "positions_angstrom": [[-1.46402, 0.76335, -0.46942], [0.42221, -0.19757, -0.08693], [-0.67943, -0.52436, 0.58402], [1.28605, -1.09225, -0.48049], [0.43519, 1.05083, 0.45281]], "atomic_forces_ev_per_a": [[-3.798, 3.999, -2.700], [2.723, -2.987, 1.852], [1.879, -3.558, 1.434], [-1.201, 1.053, -0.126], [0.396, 1.492, -0.460]], "gap_ev": [8.53, 7.82], "spin_multiplicity": 3, "total_energy_ev": -10302.357, "total_charge": 1, "homo_energy_ha": [-0.5653, -0.6270]}

=====

# 3
{"formula": "C2H10F6MnNO9S2", "method": "the ωB97M-V functional and the def2-TZVPD basis", "symbols": ["O", "H", "S", "C", "F", "C", "F", "F", "O", "H", "H", "H", "Mn", "H", "O", "F", "O", "H", "H", "H", "H", "O", "F", "O", "O", "H", "F", "N", "S", "O", "O"], "positions_angstrom": [[1.51275, -1.99379, -0.58403], [-3.75075, -1.08481, 1.13502], [1.26737, 1.81380, -0.17882], [1.42045, 2.10025, -2.19016], [0.36876, 2.55165, -2.71355], [2.92333, -0.95011, 1.49636], [4.20568, -1.28913, 1.43608], [2.69648, 0.09792, 2.28781], [-1.96242, 1.10134, -1.14200], [-1.55349, -2.52232, -1.84121], [-2.30919, 1.98276, -1.00387], [-3.56254, -1.66286, -0.25146], [-1.21707, -0.36272, 0.29443], [-2.61505, 1.37963, 2.03919], [-3.24137, -0.97539, 0.33203], [2.42496, 2.97152, -2.39365], [0.40294, 2.90020, 0.26298], [-0.63149, -1.38699, -2.23214], [-1.32697, 0.97498, 2.72402], [-1.31555, -2.36210, 1.74397], [-0.05305, -1.97618, 2.48495], [-0.54973, -1.79058, 1.68803], [2.29211, -2.01142, 2.04831], [-1.76700, 0.96764, 1.87399], [-1.21496, -1.68174, -1.53291], [-2.36350, 0.81132, -1.96130], [1.67653, 0.93663, -2.79139], [0.59103, 0.34942, -0.02516], [2.04149, -0.67786, -0.24411], [3.08033, -0.19380, -1.15802], [2.53007, 1.98264, 0.39668]], "atomic_forces_ev_per_a": [[-0.041, 1.369, 0.861], [-0.306, 0.107, 0.426], [-2.488, 4.795, -1.487], [3.009, -1.140, 2.265], [-3.054, 1.494, -0.742], [-0.729, -0.277, 0.441], [-0.986, 0.962, -0.536], [0.524, -0.479, -0.315], [-0.220, 0.058, -0.201], [-0.019, -0.431, 0.024], [0.168, 0.552, 0.234], [-0.180, -0.203, -0.459], [-0.161, 0.179, -0.562], [-0.332, 0.338, -0.093], [-0.438, -0.418, 0.254], [-0.495, -0.754, 0.325], [-1.091, -1.644, -0.924], [0.611, 0.138, -0.191], [0.475, 0.102, 0.291], [-0.178, -0.595, 0.164], [0.637, 0.080, 0.226], [-0.587, -0.372, 0.213], [-0.136, 0.285, -0.152], [-0.368, -0.021, 0.278], [-0.604, 0.202, 0.021], [-0.092, -0.202, -0.373], [0.082, 0.094, -0.244], [4.998, -0.499, -0.408], [1.290, -2.222, -2.051], [-1.876, -0.376, 2.237], [2.588, -1.124, 0.478]], "gap_ev": [8.98, 9.14], "spin_multiplicity": 6, "total_energy_ev": -91442.428, "e_above_lowest_kj_mol": 164.22, "total_charge": 1, "homo_energy_ha": [-0.4819, -0.4877]}

=====

# 4
{"formula": "C2H10N", "method": "the ωB97M-V functional and the def2-TZVPD basis", "symbols": ["H", "H", "H", "H", "H", "N", "H", "H", "C", "H", "C", "H", "H"], "positions_angstrom": [[1.70586, 1.33966, -1.04229], [0.74557, -0.56637, 1.20784], [-1.83250, -0.50170, 0.92907], [0.17914, 1.62933, -0.15057], [2.16655, -0.67556, 0.09849], [-1.90388, -0.72865, -0.06154], [2.04055, 0.54591, 1.33500], [-2.58134, -0.05800, -0.44464], [1.46396, -0.01329, 0.60118], [0.24332, 0.41700, -1.26392], [0.89459, 0.87362, -0.49764], [-1.03273, -0.52315, -0.58539], [-2.08908, -1.73881, -0.12559]], "atomic_forces_ev_per_a": [[-0.069, 0.259, -0.123], [-0.140, -0.239, -0.239], [0.507, 0.092, 0.139], [0.602, 0.392, 0.391], [-0.068, -0.439, 0.396], [0.378, 0.317, -0.173], [0.002, 0.302, -0.175], [-0.477, -0.831, -0.147], [0.226, -0.055, -0.386], [0.671, -0.691, -0.167], [-1.206, 0.488, 0.213], [0.148, -0.057, 0.650], [-0.574, 0.462, -0.379]], "gap_ev": 11.47, "total_energy_ev": -3719.091, "e_above_lowest_kj_mol": 31.30, "total_charge": 1, "homo_energy_ha": -0.5813}

=====

# 5
{"formula": "C2H10N2O", "method": "the ωB97M-V functional and the def2-TZVPD basis", "symbols": ["N", "H", "C", "H", "H", "H", "O", "C", "H", "H", "H", "H", "N", "H", "H"], "positions_angstrom": [[0.14082, 0.08053, -1.90047], [-1.17012, -1.93666, 1.19385], [1.04045, 0.86569, -1.05774], [0.60331, -0.81424, -2.04402], [-2.16811, 0.64981, 1.26759], [1.71256, 1.42714, -1.71458], [-1.43502, 0.09268, 0.94277], [-1.40894, -1.05723, 1.78567], [2.72202, 0.48680, 0.05987], [0.41477, 1.60245, -0.54651], [-2.38727, -1.22516, 2.24979], [-0.66322, -0.92845, 2.58032], [1.82713, 0.05033, -0.14700], [-0.66901, -0.19855, -1.34628], [1.34241, -0.06617, 0.73735]], "atomic_forces_ev_per_a": [[0.009, -0.553, 0.237], [0.143, -0.107, -0.141], [-0.528, 0.307, -0.342], [0.165, 0.096, -0.285], [0.069, 0.205, -0.073], [0.137, -0.147, 0.090], [-0.023, -0.339, 0.070], [-0.022, 0.366, 0.034], [-0.186, -0.016, -0.030], [0.043, -0.038, 0.087], [0.044, -0.015, 0.054], [-0.083, -0.130, -0.012], [0.403, -0.017, 0.211], [-0.028, 0.409, 0.149], [-0.144, -0.019, -0.050]], "gap_ev": [3.10, 9.91], "spin_multiplicity": 2, "total_energy_ev": -7262.191, "e_above_lowest_kj_mol": 30.65, "total_charge": -1, "homo_energy_ha": [0.0404, -0.2168]}

=====

# 6
{"formula": "C2H10N2O2", "method": "the ωB97M-V functional and the def2-TZVPD basis", "symbols": ["N", "O", "H", "H", "N", "H", "C", "H", "C", "H", "H", "H", "O", "H", "H", "H"], "positions_angstrom": [[1.54181, -2.35089, 0.78085], [-2.50641, 1.17435, -2.05627], [2.40524, -2.61306, 1.27226], [0.05676, 1.78507, -0.00323], [0.73289, -0.06129, 0.39991], [0.75776, -2.46372, 1.41833], [-0.67455, -0.41032, 0.60469], [1.07184, 2.95531, -0.37503], [1.62586, -1.00384, 0.30400], [-1.27788, 0.04451, -0.20138], [-0.93490, -1.47579, 0.56263], [-2.68365, 0.97120, -1.15094], [0.20071, 2.59455, -0.52648], [-1.71618, 1.72307, -2.08562], [2.41576, -0.94347, -0.46598], [-1.01506, 0.07433, 1.52227]], "atomic_forces_ev_per_a": [[-0.281, 1.192, -0.168], [-0.242, 0.226, -1.401], [0.177, -0.168, -0.058], [1.146, 0.071, -0.143], [0.530, -1.209, -0.745], [0.072, -0.048, 0.138], [0.102, 0.471, 0.582], [0.248, -0.482, 0.352], [-1.363, -0.785, -0.670], [0.271, 0.012, -0.054], [0.200, 0.038, 0.351], [0.062, -0.080, 0.932], [-1.256, 0.585, -0.480], [0.154, -0.017, 0.373], [0.427, 0.647, 0.895], [-0.244, -0.454, 0.096]], "gap_ev": [3.21, 8.60], "spin_multiplicity": 2, "total_energy_ev": -9309.302, "e_above_lowest_kj_mol": 83.63, "total_charge": -1, "homo_energy_ha": [0.0355, -0.1709]}

=====

# 7
{"formula": "C2H10N2O2", "method": "the ωB97M-V functional and the def2-TZVPD basis", "symbols": ["N", "O", "C", "H", "N", "H", "H", "H", "H", "C", "H", "H", "O", "H", "H", "H"], "positions_angstrom": [[0.96442, 2.52129, -1.42631], [0.42209, 0.24208, -1.08714], [-0.89495, -1.37622, 1.51585], [0.05659, 2.38786, -1.86923], [-1.75412, -0.63730, 0.62458], [1.51750, 1.33623, 0.18258], [-2.62766, -1.06231, 0.34611], [-1.44350, -2.06771, 2.15775], [-0.44683, -0.61953, 2.16805], [1.42622, 1.24308, -0.91000], [0.76823, -0.59969, -1.38147], [2.43138, 0.89881, -1.16368], [0.21206, -2.08764, 0.95090], [-0.13023, -2.91919, 0.63820], [0.67924, 3.04294, -0.59670], [-1.18043, -0.30271, -0.14950]], "atomic_forces_ev_per_a": [[-0.296, 0.045, 0.537], [0.005, 0.352, -0.645], [0.013, 0.632, 0.745], [0.374, -0.315, -0.435], [0.342, -0.346, -0.125], [0.062, 0.229, -0.047], [0.358, -0.278, -0.123], [-0.349, 0.149, -0.086], [0.302, -0.325, -0.010], [-0.472, -0.444, 1.843], [0.376, -0.121, 0.028], [-0.237, 0.128, -1.096], [-0.214, 0.475, -0.123], [-0.075, -0.525, -0.272], [0.329, 0.206, -0.306], [-0.517, 0.139, 0.118]], "gap_ev": 10.01, "total_energy_ev": -9310.396, "e_above_lowest_kj_mol": 113.21, "homo_energy_ha": -0.3390, "smiles": "NCO.NCO"}

=====

# 8
{"formula": "C2H10N2O2", "method": "the ωB97M-V functional and the def2-TZVPD basis", "symbols": ["C", "H", "N", "N", "H", "H", "C", "H", "H", "H", "H", "H", "H", "O", "H", "O"], "positions_angstrom": [[1.47008, 0.33115, 1.48943], [-0.53990, -1.12308, 0.93074], [0.58052, 0.34575, 0.32851], [1.45634, 2.20040, -0.89010], [-3.39252, -2.12248, -1.18197], [0.30066, 0.62625, -1.65268], [0.83047, 0.94381, -0.75048], [2.25628, 2.27824, -0.27139], [-1.19630, -2.36494, 1.54746], [1.85989, 1.31271, 1.78142], [2.25025, -0.38271, 1.23778], [0.91983, -0.08248, 2.33290], [-3.90863, -0.93955, -1.96877], [-3.30327, -1.68355, -2.03790], [1.79007, 2.29391, -1.84332], [-1.37378, -1.63343, 0.94837]], "atomic_forces_ev_per_a": [[-0.731, 0.710, -0.335], [-0.399, 0.163, -0.570], [0.843, -1.706, 0.037], [0.988, -1.302, -0.393], [0.276, 0.082, -0.082], [-0.074, 0.122, 0.120], [-1.263, 1.451, 0.315], [-0.094, 0.314, 0.127], [-0.118, -0.042, -0.017], [0.215, -0.129, 0.046], [0.369, 0.156, 0.192], [0.012, 0.121, 0.092], [0.032, 0.054, -0.067], [-0.221, -0.085, 0.141], [-0.051, 0.307, 0.024], [0.216, -0.216, 0.370]], "gap_ev": 10.12, "total_energy_ev": -9310.658, "e_above_lowest_kj_mol": 87.96, "homo_energy_ha": -0.3453, "smiles": "C/N=C\\N.O.O"}

=====

# 9
{"formula": "C2H10N2O2", "method": "the ωB97M-V functional and the def2-TZVPD basis", "symbols": ["H", "H", "H", "O", "H", "C", "C", "O", "H", "H", "H", "H", "N", "N", "H", "H"], "positions_angstrom": [[2.46962, -1.15947, -1.45698], [-1.53552, 0.33320, -0.53082], [1.37977, -3.02391, -1.53559], [2.19430, -0.95953, 0.50387], [-2.00164, 1.68553, -1.03231], [-1.67492, 1.69366, 0.99471], [1.57972, -1.09665, -0.82084], [-0.51783, 1.66368, 1.79742], [-2.41117, 1.01680, 1.44948], [-2.16029, 2.65965, 0.96025], [0.22025, 1.76160, 1.16301], [1.49207, -0.77038, 1.14205], [0.90470, -2.32222, -1.00526], [-1.31337, 1.32334, -0.37986], [0.26768, -2.69329, -0.33237], [1.10664, -0.11202, -0.91675]], "atomic_forces_ev_per_a": [[-0.385, 0.408, -0.194], [0.724, 0.009, 0.421], [0.205, -0.094, 0.131], [-0.243, -0.259, 0.001], [0.173, 0.823, 0.026], [-0.238, -0.618, -0.358], [1.947, 0.054, 1.458], [0.369, 0.046, -0.513], [0.248, -0.062, -0.018], [0.202, 0.600, 0.104], [-0.395, 0.082, 0.484], [0.161, 0.002, -0.167], [-0.766, 0.408, -0.825], [-1.031, -0.931, -0.175], [-0.147, 0.181, 0.335], [-0.825, -0.649, -0.711]], "gap_ev": 10.16, "total_energy_ev": -9310.376, "e_above_lowest_kj_mol": 115.14, "homo_energy_ha": -0.3449, "smiles": "NCO.NCO"}